[1]
The following is a quantum chemistry calculation of C20H23NO3 in the gas phase, from the OMol25 dataset.

Gap between HOMO and LUMO ... 9.3 eV
SMILES ... CC(=O)c1ccc(OCCCC(=O)NCCc2ccccc2)cc1
Strongest force on any atom ... 0.62 eV/Å
Lowest unoccupied orbital energy ... 0.618 eV
Relative energy (zero: lowest compared OMol25 entry of this formula, charge and spin) ... 52.2 kJ/mol
Total energy ... -28746.5421 eV

```
47
Properties=species:S:1:pos:R:3:forces:R:3
O -7.483386 0.633329 -0.878980 0.011 -0.047 0.022
O -1.550953 0.049756 1.266609 -0.165 -0.329 -0.042
O 2.261396 0.781658 1.334858 0.021 -0.175 0.396
N 2.971360 1.809377 -0.540353 0.280 0.332 -0.335
C 3.798771 -2.274360 -1.063340 -0.099 -0.078 -0.051
C 0.807875 0.733492 -0.580859 0.006 0.066 0.180
C 4.126607 -2.863610 0.144552 -0.046 -0.102 0.021
C -3.568714 1.143840 0.420526 0.329 0.106 0.116
C 2.083085 1.074823 0.171107 -0.410 -0.066 -0.463
C -0.818491 1.259886 1.278680 0.236 0.549 -0.022
C 4.877952 -2.159518 1.070032 0.020 -0.033 0.093
C -7.554671 -1.703784 -0.440450 -0.230 0.209 -0.111
C -3.437851 -1.227048 0.802432 0.305 0.106 0.071
C -4.873921 0.982427 0.006383 -0.222 -0.247 -0.041
C 4.217008 -0.984916 -1.340770 0.054 0.008 -0.011
C -2.828078 0.033631 0.826564 -0.299 -0.247 -0.066
C -5.487001 -0.270365 -0.021307 0.429 0.391 0.082
C 5.292873 -0.870806 0.791162 0.009 -0.014 -0.073
C 4.967307 -0.269678 -0.417375 0.172 0.030 -0.121
C -0.331574 1.652400 -0.119452 -0.072 -0.308 0.227
C -4.740272 -1.378048 0.389153 -0.131 0.214 -0.078
C 5.344327 1.160624 -0.681557 -0.259 0.034 0.201
C 4.297860 2.091714 -0.045487 0.216 0.097 0.046
C -6.889172 -0.347667 -0.483204 -0.261 -0.210 -0.058
H 4.263718 1.928535 1.033728 0.048 0.112 -0.106
H 5.135063 -2.614187 2.015226 0.021 -0.038 0.078
H -3.140780 2.134044 0.427739 0.071 0.060 0.002
H 3.959312 -0.531849 -2.289006 0.004 0.051 -0.082
H 6.319776 1.387568 -0.249424 0.051 0.029 -0.065
H -2.853123 -2.075434 1.122202 0.062 -0.097 0.035
H -5.453249 1.837677 -0.308936 -0.035 0.052 -0.021
H -8.583026 -1.607154 -0.779221 0.013 0.020 -0.003
H -7.027638 -2.399130 -1.090093 0.061 -0.121 -0.008
H 0.956080 0.830832 -1.657028 0.014 -0.058 -0.017
H 2.816845 1.946728 -1.526693 -0.132 -0.096 0.112
H 5.389686 1.347937 -1.757167 0.073 0.008 -0.002
H -1.160237 1.576618 -0.827174 0.019 0.107 0.022
H 4.546243 3.137734 -0.249095 0.004 -0.068 0.102
H 0.539377 -0.298729 -0.351607 0.080 -0.019 -0.077
H 0.010982 2.688908 -0.100106 -0.058 0.053 -0.029
H 0.045325 1.055672 1.916662 -0.190 0.100 -0.053
H 3.796242 -3.867911 0.364819 -0.018 -0.080 0.018
H 3.212614 -2.817487 -1.790734 -0.036 -0.051 -0.053
H 5.871200 -0.321246 1.519764 0.063 0.070 0.095
H -5.172751 -2.366079 0.384388 -0.058 -0.105 0.004
H -1.410038 2.065357 1.728795 0.013 -0.106 -0.013
H -7.543968 -2.095541 0.574045 0.034 -0.106 0.076
```
Forces are in eV/Å.

[2]
The following is a quantum chemistry calculation of C20H23NO5 in the gas phase, from the OMol25 dataset.

Gap between HOMO and LUMO ... 8.8 eV
SMILES ... CC(=O)c1c(C)[nH]c(C(=O)COC(=O)CCCOc2ccccc2)c1C
Strongest force on any atom ... 0.62 eV/Å
Lowest unoccupied orbital energy ... 0.495 eV
Relative energy (zero: lowest compared OMol25 entry of this formula, charge and spin) ... 66.0 kJ/mol
Total energy ... -32841.5590 eV

```
49
Properties=species:S:1:pos:R:3:forces:R:3
O -5.311132 -0.396642 0.203455 -0.158 0.005 0.004
O 0.973008 0.172111 -2.086221 -0.032 -0.091 0.028
O 2.702028 -1.444770 -0.939798 -0.276 0.053 -0.523
O 2.559206 0.878308 0.844658 -0.117 -0.095 0.113
O 3.217971 -2.015587 1.170743 0.045 -0.015 0.063
N -1.622490 0.455413 -1.497488 -0.036 -0.065 -0.080
C -1.246375 2.502475 0.922174 -0.082 0.114 0.015
C 1.332175 1.457096 0.803646 -0.307 0.129 0.158
C 0.485103 -0.669729 -1.352070 0.353 -0.198 -0.043
C 1.339043 -1.779868 -0.752078 0.027 0.096 0.176
C -4.256342 -0.885117 0.557892 0.165 -0.144 0.165
C -3.857687 1.494032 -1.417533 -0.071 0.082 -0.021
C -1.777586 -1.342274 -0.181073 0.285 0.253 -0.364
C 3.597492 1.364463 0.016171 0.400 0.324 -0.138
C -2.874809 0.454925 -1.039880 -0.070 -0.201 0.132
C -0.893395 1.429870 1.726120 -0.016 0.051 -0.003
C 0.381793 0.909448 1.668699 0.294 0.004 -0.061
C -3.018620 -0.653620 -0.191001 0.112 0.348 -0.429
C 4.832664 -0.849589 -0.210151 -0.119 0.089 0.139
C 3.512562 -1.506548 0.123324 0.453 -0.367 0.206
C 4.853869 0.571230 0.370886 -0.363 -0.004 -0.098
C 0.975342 2.526544 -0.009586 0.328 -0.066 -0.018
C -0.914602 -0.615698 -0.997598 -0.536 -0.147 0.120
C -0.310047 3.038961 0.057802 -0.082 0.069 0.081
C -4.171126 -1.691004 1.833496 -0.287 0.095 0.020
C -1.471418 -2.634642 0.491218 0.088 0.010 0.066
H -4.292102 -2.748432 1.604676 0.038 -0.110 0.010
H 1.683435 2.958071 -0.698660 0.085 0.002 -0.072
H 4.932944 -0.811522 -1.294680 0.063 -0.026 0.032
H 3.331329 1.229484 -1.040557 -0.028 0.058 0.081
H -4.467210 1.144539 -2.251056 -0.065 0.034 -0.016
H -0.575295 3.874134 -0.575106 -0.015 0.075 -0.049
H 5.732610 1.098107 -0.002405 -0.005 0.013 0.041
H 3.764291 2.432364 0.213805 -0.065 -0.109 -0.039
H -1.618251 1.001521 2.402367 -0.058 -0.057 0.075
H -0.808695 -3.237510 -0.123478 0.019 -0.109 0.040
H 5.646763 -1.431595 0.221272 -0.077 -0.060 -0.045
H -3.351548 2.411289 -1.710759 0.037 0.098 -0.041
H 1.143435 -1.895379 0.318551 -0.068 -0.047 -0.185
H -3.222454 -1.541231 2.338275 0.117 -0.064 0.069
H -2.380037 -3.201502 0.664673 0.037 -0.096 0.022
H -4.992825 -1.398678 2.483726 -0.015 0.013 -0.009
H 1.129890 -2.724718 -1.268031 -0.021 0.082 0.114
H -4.536294 1.685201 -0.590154 0.000 0.064 -0.037
H -0.982230 -2.467244 1.451192 0.042 -0.085 0.131
H -2.243032 2.913299 0.972279 -0.112 0.048 -0.007
H 0.681471 0.080702 2.291430 0.046 -0.126 0.098
H -1.183339 1.147527 -2.087047 -0.036 -0.002 0.080
H 4.913293 0.512427 1.458825 0.079 0.075 -0.002
```
Forces are in eV/Å.

[3]
The following is a quantum chemistry calculation of a molecular structure, C20H23NO5, from the OMol25 dataset.

Gap between HOMO and LUMO ... 6.9 eV
Strongest force on any atom ... 17.40 eV/Å
Lowest unoccupied orbital energy ... -0.774 eV
Relative energy (zero: lowest compared OMol25 entry of this formula, charge and spin) ... 2118.7 kJ/mol
Total energy ... -32820.2839 eV

```
49
Properties=species:S:1:pos:R:3:forces:R:3
O -3.565038 0.268307 1.738947 4.746 5.108 -4.967
O 2.901185 2.029565 4.627586 0.551 1.114 -1.264
O -0.306249 -3.430361 -1.655718 2.259 5.970 -0.563
O 0.009210 -2.964242 -5.094233 -6.392 -0.508 -0.225
O 1.216211 -1.815701 -2.569796 -2.988 1.280 0.972
N -0.025053 0.263181 -1.459970 -11.793 -6.577 8.620
C 1.627476 -2.787132 -3.427129 4.485 -6.530 4.936
C 1.110202 3.473226 1.706208 5.771 4.919 0.684
C -2.314630 2.439521 0.955595 -8.372 6.010 5.032
C 2.794711 0.967769 5.473542 8.038 -1.245 -1.437
C -1.430509 -0.911130 -0.204560 -2.838 -5.379 1.983
C 1.286654 -2.812621 -4.829055 1.572 -2.996 -1.262
C -0.771203 2.502088 -0.713608 10.272 -2.192 3.501
C -1.871048 0.476798 -0.063633 6.996 -6.704 -3.585
C -0.692200 0.985015 -0.685828 -4.974 7.539 -0.315
C -0.045427 2.853676 1.703475 -0.156 -7.678 6.728
C -2.609384 1.140288 0.797363 -7.027 -8.301 7.390
C -1.069861 2.988075 0.750320 2.057 2.049 -5.079
C -0.682336 -4.222361 -4.722351 -0.718 1.287 -8.097
C -0.146675 1.660600 2.837288 -3.989 4.802 -8.349
C 2.304302 3.405833 2.570870 -12.387 -9.162 1.599
C -0.310941 -1.149624 -1.052127 -4.666 6.333 2.871
C -2.343935 -2.241019 0.601037 -0.816 5.887 -10.156
C 0.151432 -2.180771 -1.764360 -0.260 -8.323 -1.269
C 0.867336 1.393836 3.630862 -1.789 -0.919 0.420
C 1.939331 2.123169 3.782493 4.301 7.708 -6.263
H 3.781713 1.204156 5.990022 -1.084 -1.629 0.200
H -1.267738 2.931151 -1.436725 -3.013 1.996 -3.706
H -2.133698 -3.041132 0.038001 1.588 -3.553 -0.773
H -1.837318 -4.127102 -5.205891 3.311 -0.161 1.835
H -1.159201 1.151893 2.669203 1.866 0.153 1.309
H 2.752403 -2.777035 -3.167381 -1.279 -0.230 -1.460
H 0.553741 2.750558 -0.988798 -3.912 -0.039 0.722
H 3.136178 3.823549 2.709254 6.342 3.768 0.561
H 1.491119 -1.880902 -5.196059 1.187 2.492 -1.520
H -2.375723 -2.036023 1.518746 -0.026 0.879 7.451
H -2.731793 2.879341 2.076131 0.747 -1.528 -2.918
H -0.577290 -4.341935 -3.747508 -0.127 -1.033 4.354
H -3.141904 2.920838 0.216653 1.635 -0.570 1.377
H 2.112623 1.186715 6.089642 -5.729 0.597 4.936
H -3.321583 -1.908826 0.089945 0.881 -0.441 1.369
H 2.810431 0.000542 4.982050 -0.272 -0.112 0.064
H -1.271801 4.013348 0.596769 0.104 1.614 -0.039
H -0.139947 -5.000690 -5.402150 -0.998 0.726 1.547
H 0.499073 0.716860 4.272161 -0.001 -2.917 3.000
H 1.047853 4.382562 1.055122 0.776 -0.668 -0.043
H 1.753536 -3.662457 -5.479715 0.796 1.364 1.581
H 0.666202 0.303451 -1.886022 14.628 2.496 -9.078
H 1.329562 -3.944850 -2.726669 0.698 3.304 -2.674
```
Forces are in eV/Å.

- Among the records above, which one has the highest gap between HOMO and LUMO?
  C20H23NO3

- Which value of relative energy (zero: lowest compared OMol25 entry of this formula, charge and spin) does entry 2 give?
  66.0 kJ/mol

- total energy of number 1 (C20H23NO3)?
  -28746.5421 eV